The following is a DFT calculation (ωB97M-V/def2-TZVPD) of a 2-piece molecular cluster, C3H8N2O overall.

Calculated values
LUMO energy (alpha / beta)   -5.26 / -6.90 eV
2S+1   2
Net charge   +1
E_HOMO (alpha / beta)   -14.0 / -14.0 eV
Frontier orbital gap (alpha / beta)   8.698 / 7.047 eV

Last column: natural (NBO) charge in e.
Element x y z (Å)
C -1.23 1.58 0.51  -0.260
C -0.62 1.65 -0.73  0.181
N 0.29 0.82 -1.24  -0.560
H -0.73 1.66 1.46  0.238
H -2.27 1.30 0.64  0.263
H -1.00 2.23 -1.57  0.243
H 0.52 1.03 -2.21  0.432
H 1.06 0.44 -0.70  0.448
C 0.70 -2.17 0.11  0.529
N 0.73 -1.25 1.12  -0.854
O 0.26 -1.97 -1.00  -0.592
H 1.16 -3.14 0.38  0.140
H 1.15 -1.58 1.98  0.411
H -0.02 -0.59 1.24  0.381